Record 1
17
Properties=species:S:1:pos:R:3:forces:R:3:lowdin_charge:R:1 method="wB97M-V/def2-TZVPD" de_lowest_ev=1.696 homo_ev=-7.22 smiles="CC1=CNN(C)C1" orbital_gap_ev=8.2791 total_charge=0
C 1.3464 -2.0561 0.2556 0.11 -0.18 -0.17 -0.0694
C 0.3265 -0.9935 0.1108 -0.43 -0.30 -0.21 -0.3036
C -0.8529 -1.0385 -0.5059 0.85 -0.60 0.33 -0.1059
N -1.5192 0.1582 -0.4464 -1.47 0.45 -0.94 -0.0441
N -0.7946 1.0721 0.3816 0.53 0.22 -0.18 -0.1768
C -0.5356 2.2804 -0.4053 -0.16 0.29 0.04 -0.1072
C 0.4831 0.3687 0.7091 -0.42 -0.11 0.44 -0.1417
H 1.4803 -2.3181 1.3094 0.13 0.00 -0.03 0.0778
H 2.3078 -1.7175 -0.1429 0.06 -0.12 0.11 0.0767
H 1.0593 -2.9630 -0.2863 0.03 0.13 0.09 0.0776
H -1.3127 -1.8784 -1.0084 0.03 0.04 -0.04 0.1226
H -2.5175 0.0688 -0.2487 0.52 0.34 0.38 0.1295
H 0.0039 2.0688 -1.3367 0.00 -0.10 0.00 0.0821
H -1.4786 2.7759 -0.6624 0.13 -0.20 0.07 0.0752
H 0.0524 2.9955 0.1802 -0.07 -0.23 0.05 0.0796
H 1.3664 0.8719 0.2988 -0.11 0.26 0.02 0.1139
H 0.5851 0.3046 1.7976 0.26 0.10 0.03 0.1137

Record 2
75
Properties=species:S:1:pos:R:3:forces:R:3:lowdin_spin:R:1 method="wB97M-V/def2-TZVPD" de_lowest_ev=0.841 s2=3.785 homo_ev="-11.41 / -12.67" orbital_gap_ev="6.4431 / 4.7534" total_charge=+2 multiplicity=4
Pd 0.4303 1.5042 2.4823 -0.27 -0.22 0.03 1.2992
O -1.5882 0.4796 1.5327 0.25 0.55 0.00 0.1385
C -2.5796 -0.0325 2.3716 -0.04 -0.63 -0.40 0.4189
C -2.0468 1.6078 4.6662 0.18 0.07 -0.06 0.0145
O -2.7753 1.0845 5.3769 -0.13 -0.01 0.20 0.0147
O -1.2839 2.1821 3.9832 -0.19 0.01 0.10 0.0341
C -2.1419 -1.1696 3.1250 -0.02 0.36 0.16 0.0220
C -0.8105 -1.6234 3.0337 0.01 0.01 0.09 0.0949
C -0.3793 -2.6972 3.7906 0.01 0.01 0.00 -0.0051
C -1.2539 -3.3443 4.6540 0.03 -0.02 0.01 0.1050
C -2.5738 -2.9130 4.7480 -0.01 0.04 -0.02 -0.0088
C -3.0173 -1.8421 3.9988 0.00 -0.10 0.01 0.0903
C -3.9546 0.2739 1.9539 0.09 0.03 0.08 0.0368
C -4.9561 0.6131 2.8643 -0.05 -0.01 0.11 0.0341
C -6.2407 0.8857 2.4218 -0.01 0.00 0.00 -0.0039
C -6.5435 0.8276 1.0689 0.01 0.00 0.00 0.0329
C -5.5549 0.4902 0.1551 0.00 0.01 0.01 -0.0021
C -4.2689 0.2137 0.5896 -0.01 0.07 -0.01 0.0363
H -1.9992 1.1262 0.9389 -0.10 -0.11 -0.07 0.0029
H -0.1295 -1.1572 2.3291 0.01 -0.05 -0.04 0.0115
H 0.6420 -3.0452 3.7011 0.01 0.01 0.01 -0.0026
H -0.9140 -4.1854 5.2424 0.00 0.00 0.00 0.0058
H -3.2612 -3.4205 5.4111 0.00 0.00 0.00 -0.0027
H -4.0464 -1.5227 4.0788 -0.01 -0.02 -0.02 0.0050
H -4.7357 0.6717 3.9234 -0.01 0.00 -0.07 0.0012
H -7.0070 1.1498 3.1380 0.00 0.00 0.00 -0.0008
H -7.5478 1.0401 0.7288 0.00 0.00 0.00 0.0018
H -5.7896 0.4247 -0.8990 0.00 0.00 0.00 -0.0004
H -3.5160 -0.0919 -0.1296 0.01 0.00 0.00 0.0009
C 5.1175 0.1839 0.2502 0.01 -0.01 0.00 0.0004
N 3.8989 -0.3207 -0.5465 0.01 -0.01 0.00 0.0104
C 3.6434 0.6608 -1.7110 -0.01 0.01 0.00 0.0008
N 3.5062 1.9905 -1.2311 0.00 -0.02 0.01 0.0152
C 4.6835 2.3993 -0.4642 0.00 0.00 0.00 0.0012
N 4.9125 1.5192 0.6809 0.00 0.00 0.00 0.0090
C 3.8910 1.6538 1.7226 0.00 -0.03 0.03 0.0061
P 2.2436 1.1937 1.0346 0.03 0.06 -0.10 0.1217
C 2.6890 -0.4510 0.3313 -0.01 -0.02 0.06 0.0241
C 2.2556 2.2087 -0.5020 0.03 0.01 0.00 0.0171
H 5.9679 0.1210 -0.4287 0.00 0.00 0.00 0.0002
H 5.2551 -0.4982 1.0882 0.00 0.00 0.00 0.0000
H 4.1196 -1.2377 -0.9389 -0.01 0.00 0.00 0.0006
H 2.7373 0.3204 -2.2129 0.00 0.00 0.01 0.0000
H 4.5079 0.5708 -2.3686 0.00 0.00 0.00 0.0002
H 4.5487 3.4208 -0.1148 0.00 0.00 0.00 0.0000
H 5.5586 2.3651 -1.1140 0.00 0.00 0.00 0.0004
H 3.8568 2.6804 2.0874 0.01 0.00 -0.01 -0.0004
H 4.1311 1.0174 2.5763 -0.01 0.01 0.01 -0.0001
H 1.8463 -0.8210 -0.2596 0.01 0.00 -0.02 0.0007
H 2.9184 -1.1540 1.1340 -0.01 0.00 0.00 0.0005
H 2.1637 3.2616 -0.2305 0.01 0.00 0.00 -0.0001
H 1.3985 1.9276 -1.1160 0.00 0.00 0.00 0.0007
Cl 3.8238 3.2733 5.1670 0.03 0.00 0.00 0.0005
Ge 1.6662 3.1060 5.3235 0.10 -0.01 -0.07 -0.0005
Cl 1.6119 0.7409 4.4417 0.05 0.03 0.03 0.2103
Cl 1.2834 3.7407 2.8977 -0.02 -0.01 0.01 0.1982
C -0.8835 1.2754 -4.2986 0.01 0.01 0.00 0.0000
N -0.4600 -0.1080 -4.1754 -0.01 0.00 0.01 0.0003
C -0.3111 -0.7970 -3.0302 -0.04 0.05 -0.06 0.0015
Se -0.5741 -0.2138 -1.2869 0.11 -0.09 -0.02 0.0056
N 0.0366 -2.0593 -3.3637 -0.07 0.00 0.00 0.0003
C 0.0750 -2.2049 -4.7497 0.01 0.00 0.01 0.0001
C 0.3475 -3.2875 -5.5708 -0.01 0.00 0.00 0.0000
C 0.2987 -3.0567 -6.9348 0.00 0.00 0.00 0.0001
C -0.0076 -1.7945 -7.4558 0.00 0.00 0.00 0.0001
C -0.2800 -0.7163 -6.6316 0.00 0.00 0.00 0.0000
C -0.2323 -0.9529 -5.2661 0.01 0.00 0.00 0.0001
H -0.9943 1.6918 -3.3018 0.00 0.00 0.00 0.0000
H -1.8397 1.3211 -4.8179 0.00 0.00 0.00 0.0000
H -0.1414 1.8418 -4.8599 0.00 0.00 0.00 0.0000
H 0.0633 -2.7981 -2.6809 0.03 0.00 0.00 0.0000
H 0.5758 -4.2663 -5.1716 0.00 0.00 0.00 0.0000
H 0.4972 -3.8728 -7.6154 0.00 0.00 0.00 0.0000
H -0.0378 -1.6607 -8.5280 0.00 0.00 0.00 0.0000
H -0.5255 0.2556 -7.0371 0.00 0.00 0.00 0.0000

Record 3
64
Properties=species:S:1:pos:R:3:forces:R:3:lowdin_charge:R:1 method="wB97M-V/def2-TZVPD" homo_ev=-4.82 orbital_gap_ev=1.9821 total_charge=-1
C 2.5470 -0.3932 -0.1695 -0.72 0.69 -0.08 -0.0654
C 1.5333 0.7607 -0.0828 1.00 -1.45 1.21 -0.2813
N 0.1844 0.2330 0.1555 0.33 0.09 -2.33 0.0384
B -0.7476 0.3977 -0.8860 -0.08 0.04 0.80 -0.6160
P -2.6208 0.2892 -0.3834 -0.36 -0.83 1.28 0.8050
C -3.4451 -1.1556 -1.2375 0.35 0.91 0.08 -0.4222
C -3.4785 1.8873 -0.7440 0.07 -0.67 -0.29 -0.3033
P -0.3453 0.6783 -2.7654 -1.73 0.91 -1.65 0.2383
O 0.5692 -0.5358 -3.3501 0.57 0.58 0.82 -0.2216
O 0.4003 2.0982 -3.0760 0.63 -1.01 0.28 -0.2360
S -2.0015 0.6766 -3.7811 0.29 -0.11 0.33 0.3365
H 2.4073 -0.9891 0.7258 0.16 -0.33 0.09 0.0756
H 2.3680 -1.0019 -1.0555 0.20 -0.26 -0.06 0.0551
H 3.5548 -0.0005 -0.1508 0.26 -0.04 -0.13 0.0693
H 1.8079 1.3269 0.7961 -0.03 0.42 0.03 0.0846
H 1.5993 1.4539 -0.9057 -0.29 0.10 -0.20 0.0575
H 0.2030 -0.7006 0.5486 -0.41 0.37 1.03 0.1229
H -2.7279 -1.7576 -1.7813 0.08 -0.01 -0.31 0.0457
H -4.2141 -0.7878 -1.9066 -0.21 -0.37 -0.19 0.0173
H -3.8588 -1.8155 -0.4598 -0.01 -0.31 -0.54 -0.1176
H -2.8183 2.7321 -0.5861 0.29 0.05 -0.18 0.0479
H -3.8729 1.8583 -1.7526 -0.01 0.30 -0.20 0.0167
H -4.2738 1.9854 -0.0148 -0.26 0.01 0.04 -0.0028
H 1.3740 -0.6543 -2.8196 -0.01 -0.17 -0.13 0.0478
H 1.3630 2.0030 -2.9945 -0.07 0.38 0.00 0.0704
Mg -4.8546 -0.9056 1.0682 0.08 0.29 0.33 0.6403
O 1.4885 3.7112 -0.0981 0.32 -0.08 0.10 -0.3448
H 1.1489 3.3679 -0.9335 -0.08 0.26 -0.07 -0.1332
C 5.2261 2.3099 3.5737 0.55 1.44 -0.31 -0.0895
C 4.5960 1.8897 2.2375 -0.47 -0.26 0.12 -0.6234
C 4.1847 3.2140 1.5127 0.34 0.88 0.02 -0.0249
O 3.5169 1.1623 2.4613 0.43 -0.64 -0.13 -0.0871
H 4.5541 2.8627 4.2300 -0.11 -0.27 0.11 0.1054
H 5.4989 1.3661 4.0883 -0.57 0.27 -0.06 -0.1547
H 6.1196 2.9283 3.4199 0.01 -0.14 -0.01 0.0977
H 5.4067 1.4238 1.6346 -0.19 -0.20 -0.07 0.1217
H 3.4607 3.7837 2.0909 -0.14 -0.17 -0.01 0.0905
H 3.7346 2.9842 0.5444 -0.28 -0.20 0.10 0.0574
H 5.0636 3.8462 1.3493 0.05 -0.10 0.09 0.0813
Mg 6.6134 -0.0356 4.4452 0.63 -0.30 0.46 1.0414
F 8.8097 2.2039 6.4455 -0.52 -0.13 0.42 -0.2523
P 10.0303 1.2993 7.1388 0.50 0.22 0.43 0.3756
F 10.6236 2.8194 7.3612 0.24 -0.36 -0.61 -0.2011
F 11.6095 0.8412 7.0407 -0.46 -0.47 0.35 -0.2017
F 10.2213 1.1307 8.7659 -0.41 0.58 -0.22 -0.2014
F 10.0294 0.5216 5.6583 -0.14 0.51 -0.48 -0.2616
F 8.7884 0.2371 7.4790 0.23 -0.57 -0.34 -0.2547
C -9.8245 -1.3369 1.3417 0.05 0.01 -0.06 -2.0639
Cl -10.6808 0.1214 1.8562 0.01 -0.01 0.00 0.5155
Cl -8.9217 -1.0020 -0.1387 -0.02 -0.02 0.03 0.4909
Cl -8.7035 -1.8398 2.6128 -0.02 0.00 0.01 0.4641
Cl -10.9905 -2.6298 1.0409 0.01 0.01 0.01 0.5190
C -5.3333 -4.8912 -4.1850 0.04 -0.60 -0.27 0.1420
C -5.2820 -3.6857 -3.4613 0.01 0.98 -0.02 -0.3736
C -5.1629 -2.4254 -4.3078 -0.06 0.05 -0.72 -0.3493
O -5.1901 -1.3042 -3.8252 -0.10 -0.07 0.34 0.0573
C -5.0119 -2.5869 -5.7330 0.08 0.67 0.40 0.1507
C -5.0470 -3.8000 -6.4671 -0.06 -0.94 -0.07 -0.3712
C -5.2773 -5.0538 -5.6293 -0.07 0.02 0.63 -0.3531
O -5.4047 -6.1584 -6.1169 0.05 0.00 -0.34 0.1014
O -4.9179 -3.9045 -7.6732 0.02 0.28 -0.15 0.1025
O -5.3339 -3.5733 -2.2413 0.09 -0.23 0.32 0.0623
H -5.4310 -5.8263 -3.6439 -0.04 0.08 0.12 0.1284
H -4.8643 -1.6538 -6.2662 0.00 -0.09 -0.13 0.1332

Record 4
20
Properties=species:S:1:pos:R:3:forces:R:3:lowdin_spin:R:1 method="wB97M-V/def2-TZVPD" de_lowest_ev=0.277 s2=6.025 homo_ev="-22.18 / -23.24" orbital_gap_ev="6.4755 / 6.7563" total_charge=+4 multiplicity=5
Al 0.0200 1.0765 -7.6668 -0.51 1.45 0.78 0.0000
Ir 0.5196 0.0152 0.4093 3.06 -0.43 -3.79 1.9791
Cl -0.4963 2.7745 -6.5730 0.60 -1.73 -0.68 0.0000
Cl 2.2445 -0.9514 -0.6810 -0.79 0.53 0.72 0.7045
C -0.7035 -1.1874 1.0720 -5.52 -7.16 5.38 0.1442
C -0.4722 1.5286 -9.6100 -1.86 0.95 -8.13 0.0000
C 0.6147 -0.9605 -8.0545 0.76 -4.26 -4.63 0.0000
O -1.2886 -1.9827 1.7202 3.07 4.47 -3.89 0.0705
O -0.7521 1.7093 -10.7359 1.81 -1.01 7.51 0.0000
O 0.7909 -1.8349 -8.7996 -0.85 4.60 4.56 0.0000
C 0.7156 3.7157 2.0286 -0.10 1.38 -0.53 0.1421
S 0.0019 2.0052 1.2126 0.34 3.86 3.42 0.2510
C 1.0139 1.0837 2.5525 -0.44 0.33 -0.11 0.1389
O -1.4646 2.0413 1.5246 1.07 -0.51 -0.49 0.5033
H 1.8150 3.8590 2.1257 -0.53 -0.96 -0.57 0.0037
H 0.2562 3.6858 3.0202 -0.28 -0.38 -0.17 0.0094
H 0.3160 4.5379 1.4206 -0.19 -0.47 0.01 0.0040
H 0.3444 0.9821 3.4085 0.06 -0.18 0.05 0.0067
H 1.3997 0.0796 2.2498 0.26 -0.18 0.53 0.0281
H 1.8596 1.7522 2.7173 0.02 -0.31 0.03 0.0146

Respective E values: -8325.637, -215335.151, -149433.633, -58735.088 eV.